The following is a DFT calculation (ωB97M-V/def2-TZVPD) of a molecular structure, C50H39F9N4O3PPdSSe.

The geometry in XYZ format:
```
109
Properties=species:S:1:pos:R:3:forces:R:3
Pd -0.485168 0.129389 1.257219 -0.04 0.46 -0.33
O 2.205926 0.547287 -0.291858 0.08 -0.31 0.04
C 2.483230 1.934513 -0.309694 -0.81 0.30 -0.02
C 1.066842 2.693593 -0.337980 0.02 -0.24 -0.17
O 1.131562 3.903446 -0.603236 -0.06 0.00 0.12
O 0.031962 2.012065 -0.140238 0.57 -0.07 0.07
C 3.288537 2.333766 0.925305 0.03 0.06 0.05
C 3.272929 3.635783 1.423337 -0.03 0.04 0.05
C 4.094600 4.003283 2.478243 0.05 -0.04 0.02
C 4.932025 3.073798 3.076240 -0.01 0.03 0.06
C 4.914118 1.764089 2.626426 0.08 -0.06 0.00
C 4.105622 1.400851 1.559932 0.00 0.07 -0.08
C 3.224127 2.295141 -1.590999 0.08 0.00 -0.15
C 3.779811 3.558805 -1.789920 0.06 -0.09 -0.05
C 4.463651 3.853073 -2.957654 0.04 0.05 0.07
C 4.617898 2.894710 -3.949683 -0.01 -0.05 -0.07
C 4.037740 1.649611 -3.778598 0.04 -0.01 -0.06
C 3.335869 1.358787 -2.616576 -0.01 0.04 0.10
H 3.047326 0.080371 -0.376238 -0.06 0.03 0.02
H 2.594198 4.356374 0.988946 0.02 -0.01 -0.09
H 4.081801 5.026322 2.834361 -0.04 -0.01 0.01
H 5.582668 3.365404 3.891364 -0.02 -0.02 0.02
H 5.539774 1.017372 3.101102 0.01 0.01 -0.01
H 4.127974 0.371163 1.226451 -0.01 -0.03 0.04
H 3.663962 4.319506 -1.035112 -0.01 0.01 0.06
H 4.884801 4.842334 -3.090985 0.01 -0.01 0.00
H 5.177386 3.119744 -4.849285 -0.03 0.02 -0.01
H 4.126097 0.893340 -4.549756 -0.01 0.02 -0.02
H 2.846250 0.399399 -2.516134 0.02 -0.01 0.00
N -0.634786 -1.793514 3.589171 -0.31 -0.17 0.25
C -1.137262 -0.527926 3.158751 0.13 -0.03 0.23
S -0.181358 0.861568 3.501990 0.16 0.00 -0.15
N -2.536732 -0.569148 3.291464 -0.19 -0.13 -0.15
C -3.520428 0.388968 3.500766 0.10 0.03 0.01
C -3.320354 1.769861 3.459602 0.01 0.06 0.00
C -4.389152 2.626514 3.669142 -0.05 -0.09 -0.01
C -5.666979 2.144211 3.910055 -0.11 0.10 0.05
C -5.870576 0.772842 3.957789 0.06 -0.05 -0.05
C -4.809405 -0.092608 3.765804 -0.02 0.00 -0.04
H 0.366703 -1.795820 3.663446 0.12 0.04 -0.12
H -0.966826 -2.573014 3.034223 0.09 0.00 -0.09
H -2.881843 -1.507776 3.403319 0.02 -0.05 0.11
H -2.339913 2.162869 3.250361 0.03 -0.03 -0.02
H -4.220250 3.695496 3.621234 0.02 0.01 0.01
H -6.494375 2.825808 4.062892 0.01 0.00 -0.02
H -6.859327 0.367599 4.135019 0.00 0.02 0.04
H -4.971897 -1.164926 3.821196 0.00 0.00 -0.03
C -2.252083 4.361034 0.227585 0.09 0.12 0.09
N -2.380490 3.650144 -1.023207 0.29 -0.16 0.00
C -2.516855 2.310765 -1.136586 -0.54 -0.11 -0.40
Se -3.044265 1.119193 0.124527 -0.25 -0.21 0.25
N -2.426914 2.011465 -2.461098 0.27 0.26 0.11
C -2.206008 3.156698 -3.201287 -0.01 0.12 0.07
C -2.098040 3.382795 -4.561527 0.01 -0.01 0.05
C -1.947330 4.700362 -4.974566 0.03 -0.08 -0.02
C -1.878760 5.740763 -4.051192 -0.02 0.09 -0.01
C -1.980753 5.511864 -2.685637 0.00 -0.04 0.09
C -2.164234 4.203300 -2.271983 0.02 0.00 -0.32
H -2.485293 3.672221 1.035784 -0.04 -0.03 -0.03
H -2.941895 5.207617 0.246408 0.00 -0.05 0.00
H -1.221188 4.700371 0.332804 0.05 -0.02 -0.01
H -2.437614 1.063767 -2.788825 -0.07 -0.07 0.03
H -2.131505 2.564469 -5.268935 -0.02 0.02 -0.02
H -1.884303 4.920421 -6.032322 0.05 0.00 0.01
H -1.746152 6.754102 -4.407781 0.01 0.00 0.01
H -1.914873 6.322247 -1.972890 0.00 0.00 0.01
F -5.779838 -5.302378 1.690996 0.07 0.00 0.02
C -4.571565 -5.451371 2.269742 -0.12 -0.06 0.15
F -4.719554 -5.078921 3.563341 -0.02 -0.06 -0.14
F -4.299460 -6.770620 2.278484 -0.01 0.10 -0.03
C -3.510034 -4.640200 1.595274 0.06 0.07 -0.07
C -2.260154 -5.184116 1.340464 -0.04 -0.09 0.01
C -1.257133 -4.385849 0.813013 -0.06 0.07 0.00
C -1.478633 -3.031740 0.567214 0.13 -0.13 0.10
C -2.754014 -2.512212 0.789411 -0.01 0.05 -0.08
C -3.770632 -3.310290 1.287634 -0.02 -0.16 0.07
P -0.166845 -1.833491 0.033544 0.08 -0.02 0.66
C 1.377196 -2.618356 0.710839 -0.03 -0.08 0.02
C 1.903082 -3.832356 0.266089 0.06 0.08 -0.04
C 2.981971 -4.417410 0.908469 0.07 -0.09 0.00
C 3.568494 -3.780961 1.991943 -0.09 0.06 0.04
C 3.116497 -2.532635 2.398389 0.02 -0.11 -0.02
C 2.023792 -1.965027 1.761793 0.02 0.13 -0.16
C 4.703956 -4.434141 2.718463 0.19 -0.05 0.03
F 5.909226 -4.013101 2.270460 -0.09 -0.03 0.03
F 4.694038 -5.776918 2.580853 0.01 0.12 0.01
F 4.675978 -4.174343 4.039403 0.01 -0.02 -0.09
C -0.022030 -2.390557 -1.710503 -0.09 0.38 -0.33
C -1.159455 -2.773135 -2.427765 0.06 -0.01 0.14
C -1.078827 -3.090960 -3.770697 0.12 -0.02 -0.12
C 0.144604 -3.012324 -4.426012 -0.05 0.02 0.14
C 1.277050 -2.591660 -3.742682 -0.06 -0.08 -0.15
C 1.188070 -2.281008 -2.398123 -0.01 0.05 0.13
C 0.213811 -3.351543 -5.879558 0.02 -0.03 -0.26
F -0.220129 -2.337310 -6.663763 0.03 -0.08 0.08
F 1.466088 -3.640149 -6.287038 -0.11 0.03 0.05
F -0.554143 -4.419472 -6.188886 0.06 0.09 0.03
H -2.073936 -6.227450 1.557352 0.03 0.02 0.01
H -0.291834 -4.825667 0.609638 0.00 -0.02 0.08
H -2.944141 -1.467319 0.578653 0.03 0.01 0.01
H -4.758126 -2.900348 1.461764 0.02 0.06 -0.01
H 1.483413 -4.322861 -0.603659 -0.05 -0.04 0.04
H 3.367508 -5.373705 0.580403 -0.05 0.00 -0.03
H 3.606218 -2.011578 3.211755 -0.06 0.00 0.02
H 1.662347 -0.985608 2.063207 -0.02 0.02 0.01
H -2.113438 -2.833371 -1.920435 -0.03 -0.03 -0.03
H -1.956541 -3.414105 -4.315418 -0.03 0.01 0.04
H 2.220777 -2.521456 -4.266946 0.02 0.02 0.06
H 2.076136 -1.959902 -1.867545 -0.01 0.03 -0.02
```
Positions in Å, forces in eV/Å.

Strongest force on any atom (eV/A): 0.9
Multiplicity: 1
Frontier orbital gap (eV): 6.3
Net charge: -1
HOMO level (eV): -4.26
Calculated total energy (a.u.): -6541.4003

Löwdin population analysis, charges in e, atoms 1 to 2:
1 Pd 0.2885
2 O -0.0630